(1)
C15H32NO18S3 | the ωB97M-V functional and the def2-TZVPD basis

Structure (ORCA input):
```
! wB97M-V def2-TZVPD RIJCOSX def2/J DEFGRID3
* xyz -1 1
N -14.785 -32.645 26.601
O -13.823 -32.834 27.364
O -15.199 -33.707 25.889
O -15.444 -31.655 26.638
O -13.758 -28.864 24.550
S -13.632 -29.670 23.451
O -14.729 -30.006 22.654
O -12.481 -28.864 22.504
C -12.317 -27.521 22.809
C -11.365 -26.733 21.748
C -12.719 -31.090 23.952
H -11.862 -27.441 23.782
H -13.108 -26.969 22.957
H -11.295 -25.782 21.991
H -11.917 -26.622 20.868
H -10.402 -27.144 21.596
H -12.433 -31.673 23.151
H -13.416 -31.959 24.469
H -11.772 -30.727 24.800
O -17.573 -26.181 28.247
S -17.414 -27.241 27.202
O -18.478 -28.098 26.899
O -17.106 -26.472 25.750
C -17.162 -27.145 24.567
C -16.748 -26.368 23.292
C -16.083 -28.329 27.562
H -18.126 -27.417 24.290
H -16.664 -28.037 24.675
H -15.633 -25.932 23.373
H -17.393 -25.591 22.869
H -16.581 -27.090 22.443
H -15.264 -27.577 27.925
H -15.748 -29.195 26.682
H -16.344 -28.734 28.721
O -11.861 -35.635 22.620
S -11.627 -36.030 23.908
O -10.535 -36.924 24.392
O -11.244 -34.613 24.623
C -9.964 -33.988 24.470
C -9.679 -32.687 25.228
C -13.106 -36.481 24.682
H -9.826 -33.839 23.472
H -9.028 -34.690 24.650
H -8.606 -32.375 25.126
H -9.635 -32.661 26.301
H -10.257 -31.944 24.726
H -12.756 -36.814 25.690
H -13.812 -37.268 24.445
H -13.730 -35.690 24.929
C -18.190 -32.391 23.916
C -17.342 -31.038 24.060
O -18.140 -30.044 23.434
C -19.300 -30.517 23.123
O -20.167 -29.886 22.440
O -19.507 -31.850 23.384
H -18.436 -32.933 24.809
H -17.789 -33.229 23.192
H -16.375 -31.109 23.577
H -17.179 -30.647 25.099
C -18.270 -31.650 28.527
C -17.001 -31.822 29.403
O -17.383 -32.422 30.670
C -18.687 -32.610 30.548
O -19.394 -32.977 31.490
O -19.199 -32.135 29.366
H -18.144 -32.122 27.595
H -18.626 -30.666 28.459
H -16.434 -30.643 29.656
H -16.245 -32.381 28.757
*
```

Output
Gap between HOMO and LUMO = 8.467 eV
Energy = -86914.19077 eV


(2)
C15H32O6S | the ωB97M-V functional and the def2-TZVPD basis

Structure (ORCA input):
```
! wB97M-V def2-TZVPD RIJCOSX def2/J DEFGRID3
* xyz 0 1
C 17.414 4.300 -23.501
C 16.050 4.222 -24.161
O 15.647 5.511 -24.508
S 14.129 5.752 -25.260
C 13.084 5.656 -23.795
O 14.188 7.139 -25.738
O 13.875 4.581 -26.110
H 18.183 4.847 -24.046
H 17.717 3.265 -23.342
H 17.389 4.839 -22.554
H 16.184 3.667 -25.089
H 15.296 3.654 -23.615
H 12.216 6.294 -23.960
H 13.647 5.938 -22.905
H 12.855 4.592 -23.741
C 19.655 -1.806 -19.773
C 18.886 -2.363 -20.887
C 19.644 -1.781 -22.049
O 20.964 -1.659 -21.615
C 21.063 -1.901 -20.217
H 19.480 -2.220 -18.780
H 19.538 -0.739 -19.585
H 17.818 -2.159 -20.966
H 19.082 -3.435 -20.881
H 19.211 -0.814 -22.304
H 19.618 -2.419 -22.932
H 21.804 -1.312 -19.675
H 21.392 -2.918 -20.004
C 24.047 3.639 -20.270
C 24.389 3.019 -18.954
C 23.031 3.196 -18.236
O 22.029 3.320 -19.240
C 22.592 3.424 -20.540
H 24.707 3.204 -21.020
H 24.189 4.707 -20.437
H 25.119 3.632 -18.424
H 24.713 1.979 -18.926
H 22.986 4.120 -17.660
H 22.818 2.359 -17.572
H 22.131 4.156 -21.203
H 22.588 2.445 -21.020
C 22.812 0.981 -25.876
C 22.136 2.250 -26.425
C 23.162 3.325 -26.124
O 24.368 2.591 -26.222
C 24.321 1.187 -26.036
H 22.332 0.114 -26.329
H 22.406 1.030 -24.865
H 21.178 2.487 -25.961
H 22.069 2.240 -27.513
H 23.002 3.658 -25.098
H 23.148 4.301 -26.611
H 24.874 0.991 -25.117
H 24.780 0.574 -26.811
*
```

Output
Gap between HOMO and LUMO = 9.761 eV
SMILES = CCOS(C)(=O)=O.C1CCOC1.C1CCOC1.C1CCOC1
Energy = -39190.15646 eV


Question: What is the energy in the second record?
Answer: -39190.15646 eV